# 1
The following is a quantum chemistry calculation of one molecule with the formula C4H12N2O at a distorted geometry, from the Open Molecules 2025 dataset.

```
! wB97M-V def2-TZVPD RIJCOSX def2/J DEFGRID3
* xyz 0 1
O 0.39960 1.01026 2.84494
N -0.09056 1.39960 -0.46620
N -1.03415 -0.09968 -2.67296
C -0.09885 -0.64966 0.94160
C 0.71941 -0.19340 2.18248
C -0.38373 -0.82990 -1.55563
C 0.25730 0.03150 -0.38373
H 1.18192 1.54557 2.82184
H 1.77095 -0.30627 1.90098
H 0.29767 -1.49115 -2.08406
H -0.51783 -0.17735 -3.52504
H 1.33946 -0.17148 -0.54943
H 0.10776 -1.71855 0.83133
H -1.16034 -0.38758 1.06221
H 0.46465 -1.03383 2.83324
H -1.41897 0.79520 -2.51103
H -1.19451 -1.37803 -1.07614
H 0.34206 1.97733 0.23323
H -0.98183 1.67743 -0.82762
*
```

Properties
**Total energy**: -9369.018 eV
**LUMO energy**: 0.9 eV
**Relative energy (zero: lowest compared OMol25 entry of this formula, charge and spin)**: 2.176 eV
**HOMO-LUMO gap**: 0.346 Eh
**SMILES string**: NC[C@@H](N)CCO
**HOMO**: -8.555 eV



# 2
The following is a quantum chemistry calculation of a 10-piece molecular cluster, C20H60O17 overall at a distorted geometry, from the Open Molecules 2025 dataset.

```
! wB97M-V def2-TZVPD RIJCOSX def2/J DEFGRID3
* xyz 1 2
O -16.01675 -8.70606 -1.38644
O -7.08062 -9.22875 -0.44809
O -10.06463 -7.17059 -8.36119
O -14.50429 -6.25427 -7.10292
O -13.20542 -7.24263 -4.81917
O -16.34586 -9.98655 -5.79299
O -15.18868 -10.80664 -3.36106
O -13.29927 -12.81326 -3.25250
O -7.68119 -9.83970 -6.32164
O -10.42055 -13.43788 -4.45364
O -11.08548 -8.38851 -10.70400
O -6.88668 -7.26773 -5.39509
O -17.72736 -4.93071 -7.93026
O -6.42358 -11.89631 -4.67511
O -9.27813 -10.86175 -1.75148
O -12.92975 -3.34456 -0.77254
O -12.17810 -4.65369 -4.10258
C -16.33702 -4.86411 -7.67824
C -9.23159 -7.94076 -9.23115
C -9.40836 -9.70537 -0.97377
C -7.80260 -11.86990 -4.94863
C -12.00575 -7.92592 -5.25140
C -10.90127 -13.46997 -3.08762
C -14.35755 -9.77072 -2.88016
C -12.45172 -4.84842 -2.72863
C -10.13899 -9.02620 -9.79206
C -8.24211 -8.74516 -1.18623
C -7.87723 -6.23991 -5.42349
C -11.01131 -8.14857 -4.11442
C -11.97934 -12.38602 -2.87640
C -8.31409 -10.46009 -5.22155
C -14.65821 -10.57398 -7.21519
C -15.22465 -8.53207 -2.47654
C -15.82590 -6.32838 -7.54746
C -12.35815 -3.43205 -2.12730
C -16.07655 -10.34478 -7.15662
C -7.99960 -5.73487 -3.98077
H -8.00262 -12.50687 -5.81024
H -10.61996 -9.60744 -9.00534
H -16.40466 -9.53512 -7.80846
H -13.70946 -6.93514 -5.57614
H -7.61505 -10.46333 -7.04849
H -15.92495 -4.24718 -8.47680
H -8.76406 -4.97326 -3.82699
H -14.37046 -11.14607 -6.33314
H -8.17999 -9.80534 -4.36049
H -13.96643 -5.89872 -7.81418
H -8.43923 -11.23081 -1.46577
H -8.48356 -7.74119 -0.83717
H -16.64790 -11.25499 -7.33880
H -7.19425 -8.03001 -5.89101
H -10.88249 -7.04353 -8.84756
H -13.48257 -5.19322 -2.64761
H -8.18818 -6.51168 -3.23975
H -9.49641 -9.64763 -10.41577
H -11.80921 -11.58977 -3.60107
H -8.68374 -7.34516 -9.96138
H -13.76302 -10.13025 -2.04029
H -12.33663 -8.88502 -5.64984
H -9.38398 -10.45216 -5.42978
H -10.03458 -13.29993 -2.44883
H -11.44547 -8.73175 -3.30233
H -17.26337 -9.82218 -5.56329
H -8.49355 -8.40058 -8.57392
H -5.88383 -11.29224 -5.19024
H -11.31378 -3.13017 -2.04815
H -11.24775 -14.44675 -2.75004
H -12.40260 -5.48622 -4.52459
H -8.25770 -12.43270 -4.13362
H -14.60040 -7.64659 -2.35677
H -11.54672 -7.42882 -6.10597
H -14.15700 -9.60810 -7.15221
H -13.87255 -12.04385 -3.28331
H -13.02291 -2.76160 -2.67200
H -15.37327 -9.07246 -0.77547
H -11.80462 -9.00233 -10.87029
H -15.62890 -10.42690 -4.12501
H -9.91564 -14.19454 -4.76044
H -6.84456 -10.01118 -0.95176
H -7.09922 -5.26069 -3.59017
H -15.86349 -8.35114 -3.34097
H -8.84485 -6.70262 -5.61763
H -11.82408 -5.63271 -2.30549
H -7.93290 -8.71789 -2.23110
H -9.40204 -10.03777 0.06429
H -10.19406 -8.79436 -4.43560
H -15.94709 -6.87758 -8.48116
H -7.66687 -5.50278 -6.19841
H -17.96804 -4.01699 -8.09991
H -16.13646 -4.35710 -6.73440
H -11.92539 -12.04932 -1.84110
H -10.60170 -7.21195 -3.73619
H -13.81779 -3.70923 -0.77340
H -14.35188 -11.19870 -8.05423
H -16.46873 -6.92972 -6.90462
H -10.37239 -9.21784 -1.11892
H -13.60014 -9.52435 -3.62430
*
```

Properties
**Expectation value of S²**: 0.756
**Total energy**: -56505.306 eV
**LUMO energy (spin up / spin down)**: -2.4 / -9.3 eV
**Relative energy (zero: lowest compared OMol25 entry of this formula, charge and spin)**: 0.000 eV
**HOMO-LUMO gap (spin up / spin down)**: 0.342 / 0.088 Eh
**HOMO (spin up / spin down)**: -11.682 / -11.682 eV



# 3
The following is a quantum chemistry calculation of C11H22Cl12O2 as an isolated structure at a distorted geometry, from the Open Molecules 2025 dataset.

```
! wB97M-V def2-TZVPD RIJCOSX def2/J DEFGRID3
* xyz 0 1
Cl -1.46881 -2.84422 1.42453
Cl -3.74875 4.78387 -1.21222
Cl 1.26846 4.30473 1.89019
Cl 0.36757 1.30411 2.69631
Cl 1.21729 -4.46922 -2.77621
Cl 0.58532 -1.37909 -0.78429
Cl -1.71701 1.98974 -1.31159
Cl -1.52990 0.29773 1.57619
Cl -3.63798 -3.91070 -0.18907
Cl -2.00900 -1.68831 -1.24847
Cl -3.86447 -1.34987 0.96684
Cl 0.17649 -2.04220 -4.63366
O 1.04029 -2.76202 3.28274
O 2.81946 -0.61712 1.93676
C -2.74717 -2.45072 0.20782
C -0.29221 0.14395 -0.96716
C 2.48680 3.10123 2.49844
C -0.81671 -2.90833 -3.41615
C -1.30565 3.77034 -1.61763
C 2.01472 1.68255 2.10555
C 0.81683 -2.05251 2.09806
C 2.09397 -1.70643 1.34908
C -2.39047 4.56397 -2.30303
C -0.33572 0.78885 0.39320
C 0.00029 -3.23616 -2.23926
H -1.56431 -2.20830 -3.04311
H 0.38752 0.80381 -1.50628
H 1.89623 -1.48686 0.29990
H -0.93352 4.16509 -0.67223
H 0.58814 0.63280 0.95020
H -2.15372 5.59109 -2.58066
H 2.78499 -2.54145 1.23365
H -0.40847 1.86693 0.24980
H 2.64703 0.87885 2.48284
H -2.76445 4.00280 -3.15938
H 3.54499 -0.98574 2.44599
H -1.28013 0.09177 -1.42474
H -1.23901 -3.75471 -3.95780
H 1.92619 1.57199 1.02479
H 1.37311 -2.21015 3.99427
H -0.42248 3.77626 -2.25645
H 3.43962 3.24171 1.98804
H 2.65867 3.20668 3.56962
H 0.32973 -1.08857 2.24526
H 0.14622 -2.68854 1.52028
H 0.57133 -2.47550 -1.70688
H -0.55126 -3.70412 -1.42385
*
```

Properties
**Total energy**: -166114.576 eV
**LUMO energy**: 0.1 eV
**Relative energy (zero: lowest compared OMol25 entry of this formula, charge and spin)**: 13.313 eV
**HOMO-LUMO gap**: 0.323 Eh
**HOMO**: -8.736 eV



# 4
The following is a quantum chemistry calculation of one molecule with the formula C4H8N4O2S at a distorted geometry, from the Open Molecules 2025 dataset.

```
! wB97M-V def2-TZVPD RIJCOSX def2/J DEFGRID3
* xyz 0 1
S -2.76540 -0.36033 -0.17703
O -3.97169 0.26054 0.21380
O -1.61923 0.43243 0.87786
N 1.86210 -2.30912 -0.60534
N 0.13964 -1.09762 0.42036
N -2.13979 0.21453 -1.62010
N 2.16211 -0.02571 -0.25963
C 1.34965 -1.15444 -0.05323
C 0.59990 1.28681 1.00597
C 1.73204 1.09567 0.05112
C -0.30012 0.00865 1.13293
H 2.35934 1.94058 -0.02289
H 2.24330 -2.10357 -1.55252
H -2.24033 1.29335 -1.75194
H 1.07360 -3.01677 -0.77528
H -0.39603 -0.15113 2.18555
H -1.21216 0.02798 -1.90039
H 1.15462 1.41132 1.94712
H -0.03153 2.24680 0.88365
*
```

Properties
**Total energy**: -25166.103 eV
**LUMO energy**: 0.0 eV
**Relative energy (zero: lowest compared OMol25 entry of this formula, charge and spin)**: 0.660 eV
**HOMO-LUMO gap**: 0.332 Eh
**HOMO**: -9.072 eV